No. 1
A cluster of 3 separate species, C20H44BrN2 in total, computed with ωB97M-V/def2-TZVPD.

Atoms and positions in Å:
1 Br -0.93 -1.88 -1.27
2 C 5.73 -5.33 -3.42
3 C 5.14 -4.41 -2.34
4 C 3.86 -3.71 -2.83
5 C 3.06 -3.03 -1.70
6 N 3.16 -1.54 -1.72
7 C 2.57 -0.90 -0.46
8 C 3.33 0.40 -0.27
9 C 4.51 0.39 -1.24
10 C 4.59 -1.03 -1.78
11 C 2.41 -0.99 -2.89
12 H 6.76 -5.60 -3.19
13 H 5.80 -4.82 -4.38
14 H 5.11 -6.22 -3.56
15 H 5.93 -3.68 -2.13
16 H 4.92 -4.95 -1.42
17 H 3.26 -4.47 -3.33
18 H 4.06 -2.98 -3.61
19 H 3.37 -3.43 -0.73
20 H 2.01 -3.31 -1.77
21 H 1.49 -0.81 -0.52
22 H 2.82 -1.59 0.35
23 H 2.78 1.33 -0.31
24 H 3.85 0.43 0.69
25 H 4.40 1.13 -2.03
26 H 5.48 0.53 -0.77
27 H 4.99 -1.16 -2.78
28 H 5.20 -1.63 -1.11
29 H 1.37 -1.18 -2.68
30 H 2.71 -1.54 -3.78
31 H 2.60 0.07 -3.04
32 C -6.31 2.12 -1.12
33 C -5.48 1.22 -0.20
34 C -4.19 1.86 0.31
35 C -3.30 1.03 1.21
36 N -2.32 1.89 1.99
37 C -1.30 0.97 2.63
38 C -0.37 0.61 1.49
39 C -0.66 1.64 0.36
40 C -1.44 2.70 1.05
41 C -2.98 2.76 3.02
42 C -3.89 2.01 4.00
43 C -4.43 2.72 5.21
44 H -6.99 1.49 -1.69
45 H -5.63 2.64 -1.80
46 H -6.95 2.80 -0.57
47 H -5.22 0.27 -0.68
48 H -6.13 0.91 0.63
49 H -4.51 2.79 0.80
50 H -3.61 2.12 -0.58
51 H -2.84 0.21 0.67
52 H -3.92 0.51 1.94
53 H -0.83 1.61 3.39
54 H -1.77 0.22 3.26
55 H 0.69 0.57 1.74
56 H -0.61 -0.34 1.01
57 H 0.27 2.03 -0.05
58 H -1.19 1.16 -0.46
59 H -0.81 3.37 1.64
60 H -2.13 3.33 0.50
61 H -3.52 3.56 2.51
62 H -2.18 3.37 3.47
63 H -3.42 1.07 4.28
64 H -4.73 1.78 3.34
65 H -4.26 3.81 5.30
66 H -3.89 2.43 6.12
67 H -5.51 2.70 5.31

As for the total energy: -3471.7230 a.u. As for the frontier orbital gap: 7.872 eV. As for the multiplicity: 1. The highest occupied orbital energy is -0.361 hartree. Its energy above the lowest of the compared OMol25 structures with the same formula, charge and spin is 0.0 kcal/mol. Its total charge is +1.

No. 2
A cluster of 3 separate species, C20H44F3N3O8P in total, computed with ωB97M-V/def2-TZVPD.

Atoms and positions in Å:
1 C -1.22 3.74 1.85
2 C -1.85 4.46 0.67
3 O -2.46 3.55 -0.27
4 P -1.59 2.62 -1.19
5 O -0.15 2.96 -1.30
6 C -1.81 0.94 -0.55
7 C -0.53 0.29 0.03
8 C 0.64 0.13 -0.94
9 N 0.90 -1.33 -1.28
10 C 2.21 -1.40 -1.54
11 N 2.90 -2.50 -1.75
12 O 2.30 -3.73 -1.79
13 N 2.89 -0.17 -1.54
14 C 2.06 0.51 -0.47
15 C 2.49 1.93 -0.16
16 C 2.93 2.73 -1.40
17 C 3.06 4.22 -1.15
18 F 4.24 4.68 -1.56
19 F 2.96 4.53 0.14
20 F 2.14 4.93 -1.78
21 O -2.42 2.72 -2.53
22 C -1.86 2.28 -3.79
23 C -2.33 0.90 -4.19
24 H -1.08 4.42 2.69
25 H -0.22 3.37 1.59
26 H -1.87 2.92 2.19
27 H -2.68 5.08 1.01
28 H -1.13 5.11 0.16
29 H -2.24 0.30 -1.33
30 H -2.56 1.00 0.24
31 H -0.83 -0.70 0.38
32 H -0.19 0.83 0.92
33 H 0.44 0.59 -1.91
34 H 0.60 -2.01 -0.59
35 H 3.89 -2.46 -1.93
36 H 2.29 -4.07 -0.87
37 H 2.66 0.25 -2.45
38 H 2.21 -0.13 0.42
39 H 3.34 1.87 0.52
40 H 1.68 2.44 0.36
41 H 3.93 2.38 -1.69
42 H 2.26 2.58 -2.24
43 H -0.77 2.35 -3.75
44 H -2.19 3.02 -4.53
45 H -2.09 0.73 -5.24
46 H -1.88 0.11 -3.59
47 H -3.42 0.84 -4.09
48 C 5.47 -7.70 -0.44
49 O 4.45 -6.81 -0.86
50 C 4.58 -6.36 -2.20
51 C 3.66 -7.11 -3.15
52 O 4.02 -8.47 -3.26
53 C 3.21 -9.35 -2.50
54 H 5.15 -8.14 0.50
55 H 5.62 -8.49 -1.18
56 H 6.41 -7.16 -0.28
57 H 5.61 -6.45 -2.54
58 H 4.31 -5.30 -2.21
59 H 3.75 -6.66 -4.14
60 H 2.62 -7.01 -2.82
61 H 2.23 -9.47 -2.96
62 H 3.09 -9.00 -1.47
63 H 3.72 -10.31 -2.49
64 C -6.46 2.49 6.40
65 O -5.94 3.80 6.34
66 C -4.53 3.87 6.29
67 C -4.03 4.13 4.88
68 O -4.33 3.05 4.00
69 C -5.47 3.28 3.19
70 H -7.53 2.55 6.21
71 H -6.01 1.84 5.64
72 H -6.30 2.05 7.39
73 H -4.09 2.94 6.67
74 H -4.21 4.69 6.93
75 H -2.94 4.24 4.91
76 H -4.46 5.06 4.50
77 H -5.23 3.99 2.38
78 H -6.30 3.68 3.77
79 H -5.76 2.33 2.75

As for the total energy: -2195.3335 a.u. As for the frontier orbital gap: 7.750 eV. As for the multiplicity: 1. The highest occupied orbital energy is -0.399 hartree. Its total charge is +1.

No. 3
A structure of composition C20H45AsF12N3O7V, computed with ωB97M-V/def2-TZVPD.

Atoms and positions in Å:
1 V 0.67 0.31 -0.04
2 C -2.65 1.56 0.64
3 O -3.21 0.31 0.29
4 O -1.28 1.22 0.42
5 C -3.35 2.74 -0.21
6 F -3.34 3.86 0.45
7 F -2.71 3.01 -1.34
8 F -4.60 2.51 -0.51
9 C -4.25 -0.24 1.08
10 C -4.30 -1.71 0.71
11 H -4.52 -1.79 -0.36
12 H -3.38 -2.21 1.02
13 H -5.06 -2.28 1.24
14 H -5.19 0.26 0.85
15 H -4.17 -0.18 2.17
16 H -3.00 1.66 1.67
17 C 1.97 2.08 2.47
18 O 1.29 3.09 1.71
19 O 1.92 1.06 1.55
20 C 3.37 2.63 3.02
21 F 4.03 3.20 2.03
22 F 3.22 3.45 3.98
23 F 4.13 1.65 3.62
24 C 0.53 4.12 2.24
25 C -0.19 4.86 1.12
26 H -0.94 4.24 0.63
27 H -0.66 5.72 1.61
28 H 0.65 5.24 0.55
29 H 1.26 4.81 2.67
30 H -0.28 3.92 2.95
31 H 1.36 1.91 3.35
32 As 3.57 -1.79 -1.07
33 F 3.17 -2.59 0.44
34 F 4.74 -3.12 -1.31
35 F 3.91 -1.14 -2.70
36 F 2.39 -0.38 -0.68
37 F 4.80 -0.70 -0.30
38 F 2.21 -2.68 -1.84
39 C -1.30 -1.38 2.81
40 C 0.18 -1.55 2.78
41 C 0.79 -2.88 3.34
42 O 2.24 -2.99 3.01
43 C 3.10 -2.24 3.88
44 N 0.55 -1.48 1.29
45 H -1.63 -0.93 3.75
46 H -1.84 -2.32 2.69
47 H -1.60 -0.83 1.92
48 H 0.63 -0.65 3.21
49 H 0.29 -3.66 2.76
50 H 0.63 -3.10 4.40
51 H 3.07 -2.52 4.94
52 H 2.94 -1.16 3.92
53 H 4.07 -2.30 3.40
54 H 0.02 -2.24 0.86
55 H 1.51 -1.79 1.32
56 C 0.21 3.75 -2.89
57 C 0.22 2.24 -2.67
58 C 0.67 1.60 -4.02
59 O 0.72 0.17 -3.79
60 C 0.87 -0.46 -5.02
61 N 0.98 2.00 -1.47
62 H 1.23 4.11 -2.79
63 H -0.24 4.28 -2.04
64 H -0.25 4.18 -3.78
65 H -0.81 1.91 -2.52
66 H 1.63 2.03 -4.29
67 H -0.06 1.78 -4.80
68 H -0.10 -0.52 -5.51
69 H 1.29 -1.46 -4.89
70 H 1.60 0.02 -5.68
71 H 1.94 2.03 -1.81
72 H 0.97 2.86 -0.95
73 C -2.03 -0.94 -2.43
74 C -1.22 -1.68 -1.27
75 C -1.37 -3.17 -1.43
76 O -0.46 -3.68 -0.46
77 C -0.22 -5.05 -0.55
78 N 0.07 -1.07 -1.50
79 H -3.05 -1.34 -2.40
80 H -1.44 -1.21 -3.30
81 H -2.03 0.15 -2.42
82 H -1.69 -1.40 -0.32
83 H -1.08 -3.52 -2.42
84 H -2.37 -3.57 -1.25
85 H -1.16 -5.50 -0.22
86 H 0.57 -5.20 0.18
87 H 0.08 -5.44 -1.52
88 H 0.71 -1.79 -1.77
89 H 0.06 -0.67 -2.42

As for the total energy: -5858.3039 a.u. As for the frontier orbital gap (alpha / beta): 5.573 / 7.744 eV. As for the multiplicity: 4. The highest occupied orbital energy (alpha / beta) is -0.114 / -0.194 hartree. Its total charge is -1.

No. 4
A structure of composition C20H45BiN2P3S2, computed with ωB97M-V/def2-TZVPD.

Atoms and positions in Å:
1 Bi -0.08 0.64 -0.70
2 P -0.02 -2.68 2.59
3 P 2.68 0.04 -0.38
4 P -2.84 -0.18 -0.29
5 H 1.36 2.84 -8.24
6 C 0.43 3.38 -8.00
7 C 0.45 4.51 -7.28
8 H 1.40 4.93 -6.90
9 C -0.03 -3.02 0.84
10 C 1.47 -3.34 3.34
11 C -1.51 -3.32 3.32
12 C 3.49 1.43 -1.26
13 C 3.53 -0.04 1.24
14 C 3.37 -1.42 -1.25
15 C -3.85 0.96 -1.30
16 C -3.61 0.01 1.37
17 C -3.52 -1.79 -0.85
18 H -0.50 2.96 -8.40
19 H -0.47 5.08 -7.08
20 H -0.03 -4.11 0.76
21 H 0.88 -2.64 0.35
22 H -0.92 -2.63 0.34
23 H 1.23 -4.36 3.70
24 H 1.87 -2.74 4.18
25 H 2.25 -3.41 2.56
26 H -1.35 -4.39 3.50
27 H -2.34 -3.19 2.60
28 H -1.78 -2.82 4.26
29 H 4.58 1.27 -1.25
30 H 3.24 2.38 -0.74
31 H 3.13 1.48 -2.30
32 H 4.28 -0.84 1.23
33 H 2.79 -0.24 2.04
34 H 4.01 0.93 1.44
35 H 4.39 -1.17 -1.60
36 H 2.74 -1.69 -2.11
37 H 3.42 -2.28 -0.56
38 H -4.87 0.55 -1.38
39 H -3.41 1.05 -2.31
40 H -3.88 1.95 -0.83
41 H -4.62 -0.42 1.36
42 H -3.66 1.08 1.61
43 H -2.99 -0.50 2.12
44 H -4.56 -1.63 -1.18
45 H -3.51 -2.52 -0.03
46 H -2.92 -2.16 -1.69
47 C -0.13 2.17 -3.63
48 C -0.55 0.98 -4.23
49 C 0.13 0.50 -5.36
50 C 1.17 1.23 -5.92
51 C 1.59 2.42 -5.30
52 C 1.00 2.86 -4.12
53 S -0.87 2.73 -2.19
54 H -0.22 -0.34 -2.16
55 H -1.36 0.41 -3.78
56 H -0.21 -0.45 -5.77
57 H 1.63 0.89 -6.86
58 H 2.32 3.07 -5.76
59 H 1.36 3.75 -3.60
60 C -0.52 -1.08 6.98
61 N -0.06 -1.14 5.58
62 C -0.28 -0.23 4.63
63 S -0.07 -0.59 2.88
64 N -0.61 1.04 4.90
65 C -0.41 1.73 6.16
66 H 0.16 -0.49 7.60
67 H -0.55 -2.11 7.37
68 H -1.52 -0.63 7.05
69 H 0.09 -2.08 5.21
70 H -0.71 1.61 4.05
71 H -0.38 2.80 5.93
72 H -1.22 1.52 6.87
73 H 0.54 1.46 6.63

As for the total energy: -2932.5986 a.u. As for the frontier orbital gap: 5.003 eV. As for the multiplicity: 1. The highest occupied orbital energy is -0.519 hartree. Its energy above the lowest of the compared OMol25 structures with the same formula, charge and spin is 0.0 kcal/mol. Its total charge is +3.

No. 5
A cluster of 4 separate species, C20H45ClIN2O3 in total, computed with ωB97M-V/def2-TZVPD.

Atoms and positions in Å:
1 C 2.98 1.37 -0.74
2 C 3.16 2.41 -1.89
3 C 2.59 1.88 -3.21
4 C 1.11 2.07 -3.35
5 N 0.36 1.50 -2.21
6 N -0.97 1.97 -2.22
7 C -1.86 1.65 -3.06
8 C -3.15 2.32 -2.90
9 I -4.84 1.05 -2.94
10 C -2.94 3.15 -1.58
11 C -1.48 2.94 -1.25
12 Cl -0.49 4.33 -0.85
13 H 3.91 1.32 -0.18
14 H 2.14 1.65 -0.12
15 H 2.81 0.40 -1.20
16 H 4.22 2.52 -2.04
17 H 2.77 3.39 -1.62
18 H 3.05 2.44 -4.02
19 H 2.91 0.85 -3.35
20 H 0.79 1.64 -4.30
21 H 0.88 3.13 -3.40
22 H 0.25 0.49 -2.32
23 H -1.60 0.93 -3.83
24 H -3.15 3.04 -3.71
25 H -3.18 4.16 -1.88
26 H -3.60 2.85 -0.78
27 H -1.48 2.38 -0.31
28 C -2.97 -2.45 -1.38
29 C -2.53 -3.17 -2.65
30 O -2.16 -4.51 -2.45
31 C -3.17 -5.37 -1.94
32 C -4.40 -5.47 -2.82
33 H -2.19 -2.49 -0.62
34 H -3.19 -1.40 -1.59
35 H -3.87 -2.90 -0.95
36 H -1.63 -2.67 -3.04
37 H -3.29 -3.09 -3.43
38 H -3.44 -5.07 -0.92
39 H -2.71 -6.35 -1.86
40 H -4.91 -4.51 -2.92
41 H -5.12 -6.17 -2.39
42 H -4.13 -5.81 -3.82
43 C 1.67 -0.86 1.06
44 C 0.27 -0.51 1.57
45 O -0.61 -1.61 1.64
46 C -0.21 -2.68 2.50
47 C -0.04 -2.26 3.95
48 H 1.61 -1.32 0.08
49 H 2.28 0.05 0.99
50 H 2.18 -1.55 1.72
51 H -0.19 0.19 0.87
52 H 0.33 0.00 2.54
53 H 0.69 -3.15 2.12
54 H -1.01 -3.42 2.43
55 H 0.75 -1.52 4.08
56 H 0.22 -3.13 4.56
57 H -0.96 -1.83 4.34
58 C 0.86 2.55 4.32
59 C 1.32 1.33 3.53
60 O 2.36 1.61 2.61
61 C 3.57 2.13 3.15
62 C 4.23 1.21 4.15
63 H 0.52 3.33 3.64
64 H 0.04 2.28 4.98
65 H 1.66 2.97 4.94
66 H 0.49 0.95 2.94
67 H 1.62 0.53 4.21
68 H 3.40 3.12 3.58
69 H 4.23 2.27 2.29
70 H 3.61 1.04 5.03
71 H 5.17 1.64 4.49
72 H 4.44 0.23 3.70

As for the total energy: -1881.7463 a.u. As for the frontier orbital gap: 6.777 eV. As for the multiplicity: 1. The highest occupied orbital energy is -0.415 hartree. Its total charge is +1.

No. 6
A structure of composition C20H45N2P3S2Tb, computed with ωB97M-V/def2-TZVPD.

Atoms and positions in Å:
1 Tb 0.68 -0.91 -0.20
2 P 2.16 1.24 0.64
3 P -1.37 0.08 1.30
4 P -1.62 3.37 -2.80
5 H 2.54 -2.24 -3.65
6 C 1.62 -1.62 -3.61
7 C 1.96 -0.14 -3.44
8 H 2.57 0.08 -2.53
9 C 3.59 0.55 1.57
10 C 1.59 2.49 1.85
11 C 3.00 2.34 -0.57
12 C -2.96 -0.76 1.01
13 C -0.97 -0.53 2.99
14 C -1.93 1.77 1.70
15 C -2.30 4.58 -3.95
16 C -0.70 4.20 -1.50
17 C -2.98 2.41 -2.11
18 H 1.10 -1.80 -4.57
19 H 2.45 0.29 -4.32
20 H 3.77 -0.50 1.30
21 H 3.39 0.60 2.65
22 H 4.48 1.15 1.33
23 H 1.02 2.02 2.65
24 H 0.96 3.24 1.35
25 H 2.46 3.00 2.29
26 H 3.04 1.87 -1.55
27 H 4.02 2.53 -0.22
28 H 2.45 3.28 -0.66
29 H -3.71 -0.39 1.73
30 H -2.85 -1.85 1.13
31 H -3.31 -0.57 -0.01
32 H -1.74 -0.16 3.68
33 H 0.01 -0.14 3.31
34 H -0.94 -1.63 3.00
35 H -2.66 1.72 2.52
36 H -2.41 2.23 0.82
37 H -1.08 2.40 2.00
38 H -3.21 5.00 -3.51
39 H -2.53 4.08 -4.90
40 H -1.55 5.37 -4.11
41 H -1.04 5.25 -1.44
42 H 0.38 4.20 -1.75
43 H -0.85 3.71 -0.53
44 H -3.89 2.59 -2.71
45 H -3.18 2.70 -1.07
46 H -2.74 1.33 -2.13
47 C -0.32 -0.75 -2.51
48 C -1.70 -0.97 -2.68
49 C -2.23 -2.23 -2.51
50 C -1.38 -3.34 -2.25
51 C -0.01 -3.23 -2.27
52 C 0.68 -1.93 -2.44
53 S 0.35 0.74 -3.27
54 H -0.75 2.51 -3.55
55 H -2.31 -0.15 -3.07
56 H -3.30 -2.38 -2.65
57 H -1.86 -4.31 -2.08
58 H 0.65 -4.10 -2.16
59 H 1.53 -1.97 -1.62
60 C -0.15 -4.50 3.62
61 N 0.22 -3.55 2.55
62 C 1.48 -3.03 2.44
63 S 2.20 -2.82 0.88
64 N 2.17 -2.72 3.55
65 C 1.57 -2.39 4.85
66 H -0.74 -3.99 4.38
67 H 0.74 -4.96 4.07
68 H -0.77 -5.29 3.17
69 H -0.17 -3.80 1.63
70 H 3.10 -2.36 3.37
71 H 2.12 -1.55 5.28
72 H 0.51 -2.11 4.77
73 H 1.67 -3.25 5.53

As for the total energy: -3542.4539 a.u. As for the frontier orbital gap (alpha / beta): 5.490 / 7.057 eV. As for the multiplicity: 7. The highest occupied orbital energy (alpha / beta) is -0.557 / -0.554 hartree. Its energy above the lowest of the compared OMol25 structures with the same formula, charge and spin is 18.3 kcal/mol. Its total charge is +3.